## one
C25H31AsBrN4O4RhS | ωB97M-V/def2-TZVPD

Last column: Mulliken charge in e.
Atoms and positions in Å:
Rh (-0.2597, -1.0798, -0.0683)  0.22
O (3.1183, -2.0198, 1.8478)  -0.68
C (3.8515, -0.8841, 1.7740)  0.34
C (5.1676, -0.9358, 2.2188)  -0.67
C (5.9693, 0.1927, 2.1611)  -0.35
C (5.4752, 1.3883, 1.6588)  -0.77
C (4.1601, 1.4390, 1.2204)  -0.72
C (3.3375, 0.3231, 1.2784)  0.64
C (1.9125, 0.3910, 0.8046)  -0.07
O (1.6576, -0.6465, -0.0717)  -0.25
N (1.0333, 0.2442, 2.0060)  -0.40
N (-0.2293, -0.1088, 1.7146)  0.53
C (-1.2085, 0.0511, 2.5179)  -0.32
C (-2.5440, -0.4273, 2.1936)  0.29
Br (-2.6971, -1.4998, 0.6090)  -0.09
C (-3.6531, -0.2113, 2.8996)  -0.89
C (-3.7409, 0.6583, 4.0887)  0.34
C (-3.1956, 1.9422, 4.0971)  -0.43
C (-3.3032, 2.7441, 5.2234)  -0.56
C (-3.9621, 2.2774, 6.3511)  -0.44
C (-4.5274, 1.0093, 6.3439)  -0.49
C (-4.4250, 0.2091, 5.2182)  -0.41
H (2.2586, -1.8943, 1.4002)  0.32
H (5.5458, -1.8754, 2.6005)  0.44
H (6.9934, 0.1339, 2.5077)  0.38
H (6.1045, 2.2665, 1.6082)  0.41
H (3.7537, 2.3599, 0.8168)  0.44
H (1.7051, 1.3697, 0.3469)  0.59
H (1.1501, 0.9154, 2.7553)  0.37
H (-1.0611, 0.4986, 3.4957)  0.53
H (-4.5652, -0.7103, 2.5931)  0.43
H (-2.7141, 2.3229, 3.2048)  0.59
H (-2.8817, 3.7408, 5.2140)  0.39
H (-4.0466, 2.9043, 7.2290)  0.38
H (-5.0522, 0.6443, 7.2170)  0.37
H (-4.8697, -0.7788, 5.2131)  0.43
O (-0.2081, -2.2049, -1.6892)  -0.90
C (-0.3395, -5.0626, -1.0960)  -1.14
As (0.9876, -3.9843, -0.2242)  0.99
C (2.3698, -3.4400, -1.4388)  -0.99
C (1.8859, -5.1880, 0.9805)  -1.19
O (0.3635, -2.8466, 0.8536)  -0.72
H (0.1600, -5.8642, -1.6401)  0.36
H (-0.9011, -4.4216, -1.7678)  0.35
H (-0.9868, -5.4873, -0.3299)  0.35
H (3.1928, -4.1516, -1.3730)  0.59
H (2.6908, -2.4448, -1.1354)  0.08
H (1.9577, -3.3954, -2.4413)  0.33
H (2.2994, -6.0384, 0.4381)  0.39
H (1.1750, -5.5379, 1.7267)  0.38
H (2.6841, -4.6338, 1.4720)  0.33
C (2.4652, -0.7795, -4.5096)  -1.21
C (1.8701, 0.4103, -3.8184)  0.86
C (2.2978, 1.7040, -4.0769)  -0.87
C (1.6855, 2.7281, -3.3698)  0.85
N (0.7508, 2.4798, -2.4553)  -0.55
C (0.3993, 1.2050, -2.2667)  0.07
S (-0.8505, 0.9325, -1.0676)  -0.42
N (0.9082, 0.1624, -2.9348)  -0.10
C (2.0471, 4.1676, -3.5831)  -1.23
H (3.1231, -0.4851, -5.3256)  0.39
H (1.6726, -1.4202, -4.8966)  0.31
H (3.0408, -1.3643, -3.7894)  0.16
H (3.0715, 1.9060, -4.8047)  0.32
H (0.1791, -1.6088, -2.3530)  0.38
H (2.8279, 4.2807, -4.3334)  0.34
H (2.3860, 4.6049, -2.6438)  0.29
H (1.1642, 4.7243, -3.8980)  0.30

Properties
Frontier orbital gap   7.171 eV
Highest occupied orbital energy   -7.358 eV

=====

## two
C25H31AsBrN4O4RhS | ωB97M-V/def2-TZVPD

Last column: Mulliken charge in e.
Atoms and positions in Å:
Rh (0.2095, -1.9804, -0.3766)  0.17
O (-3.7026, -2.0398, -3.8713)  -0.56
C (-3.4165, -3.2360, -3.2427)  0.91
C (-4.3602, -4.2466, -3.2732)  -0.88
C (-4.0935, -5.4713, -2.6871)  -0.47
C (-2.8711, -5.6698, -2.0829)  -0.90
C (-1.9209, -4.6528, -2.0582)  0.00
C (-2.1630, -3.3990, -2.6187)  -0.04
C (-1.2503, -2.1348, -2.7557)  0.30
O (0.3407, -3.7257, -1.0305)  -0.81
N (-2.1966, -1.1268, -1.9742)  -0.21
N (-1.5924, -0.7370, -0.8738)  -0.22
C (-1.9329, 0.2999, -0.1886)  -0.39
C (-0.9767, 0.8678, 0.7840)  0.57
Br (1.0226, -1.4915, 2.2079)  -0.52
C (-1.4688, 1.8621, 1.5673)  -1.22
C (-0.8522, 2.5230, 2.7141)  1.13
C (-1.5321, 3.5650, 3.3510)  -0.66
C (-0.9884, 4.2023, 4.4568)  -0.68
C (0.2453, 3.8053, 4.9541)  -0.48
C (0.9287, 2.7635, 4.3351)  -0.57
C (0.3911, 2.1271, 3.2289)  -0.35
H (-4.5780, -2.1124, -4.2655)  0.30
H (-5.3096, -4.0686, -3.7686)  0.21
H (-4.8378, -6.2566, -2.7170)  0.37
H (-2.6400, -6.6239, -1.6268)  0.40
H (-0.9532, -4.7854, -1.5940)  0.67
H (-1.2519, -1.8188, -3.8040)  0.25
H (-3.0383, -0.6774, -2.2913)  0.18
H (-2.8424, 0.8511, -0.4275)  0.29
H (-2.5001, 2.1535, 1.3712)  0.25
H (-2.5020, 3.8712, 2.9764)  0.40
H (-1.5344, 5.0048, 4.9364)  0.39
H (0.6656, 4.2946, 5.8234)  0.39
H (1.8836, 2.4323, 4.7247)  0.44
H (0.9121, 1.2905, 2.7738)  0.46
O (-0.0427, -1.6892, -2.3000)  -0.44
C (4.4540, -2.5291, 1.2432)  -0.94
As (3.0784, -3.4508, 0.2739)  0.93
C (2.0374, -4.6378, 1.2983)  -0.84
C (3.8783, -4.5402, -1.0899)  -1.12
O (2.2236, -2.3186, -0.5852)  -0.61
H (5.1206, -3.2197, 1.7574)  0.37
H (3.9562, -1.8714, 1.9539)  0.23
H (5.0109, -1.9512, 0.5085)  0.34
H (2.6779, -5.3998, 1.7408)  0.41
H (1.3631, -5.0751, 0.5649)  0.19
H (1.4836, -4.0958, 2.0608)  0.27
H (4.5102, -5.3270, -0.6810)  0.40
H (4.4638, -3.8948, -1.7415)  0.34
H (3.0396, -4.9593, -1.6432)  0.29
C (1.4538, 5.5781, 1.9329)  -1.15
C (1.0835, 4.8681, 0.6775)  1.04
C (0.7855, 5.4676, -0.5115)  -0.86
C (0.4480, 4.6520, -1.6185)  0.84
N (0.3980, 3.3240, -1.5235)  -0.48
C (0.6844, 2.7497, -0.3727)  0.05
S (0.6420, 1.0014, -0.2066)  0.56
N (1.0405, 3.5116, 0.7135)  0.10
C (0.1174, 5.2355, -2.9575)  -1.27
H (1.4566, 6.6530, 1.7734)  0.40
H (2.4462, 5.2672, 2.2670)  0.32
H (0.7406, 5.3336, 2.7248)  0.09
H (0.8118, 6.5440, -0.5964)  0.37
H (1.2512, 3.0206, 1.5704)  0.05
H (0.1760, 6.3222, -2.9526)  0.36
H (-0.8884, 4.9310, -3.2506)  0.31
H (0.8047, 4.8411, -3.7077)  0.33

Properties
Frontier orbital gap (spin up / spin down)   3.840 / 3.880 eV
Highest occupied orbital energy (spin up / spin down)   -5.432 / -5.472 eV

=====

one is favored, and the nearest alternative lies 196.7 kcal/mol above it.

=====

## one
C2H2N4S | ωB97M-V/def2-TZVPD

Last column: Mulliken charge in e.
Atoms and positions in Å:
S (-1.9975, -1.1205, -1.6650)  -0.20
C (-1.2273, -0.7613, -0.3143)  -0.04
N (-0.0595, -0.0166, -0.1905)  0.41
C (0.6270, 0.3005, 0.9352)  0.04
N (1.6702, 1.0185, 0.6160)  -0.34
N (1.6252, 1.1405, -0.7464)  -0.35
N (0.6134, 0.5321, -1.2381)  -0.13
H (-1.5967, -1.0867, 0.6739)  0.25
H (0.3452, -0.0065, 1.9293)  0.36

Properties
Frontier orbital gap   8.456 eV
SMILES   S=Cn1cnnn1
Highest occupied orbital energy   -9.721 eV

=====

## two
C2H2N4S | ωB97M-V/def2-TZVPD

Last column: Mulliken charge in e.
Atoms and positions in Å:
C (-0.6257, 1.3870, 0.2083)  -0.02
C (1.5497, -0.0546, 0.1903)  0.34
N (-1.3595, 0.4799, -0.0539)  -0.22
N (0.9741, -1.1256, 0.2351)  0.20
N (-0.2288, -1.6257, 0.2196)  -0.67
N (-1.0979, -0.8412, -0.4278)  -0.01
S (2.8384, 0.8234, -0.0416)  -0.31
H (-0.0445, 2.2539, 0.1672)  0.40
H (-2.0059, -1.2972, -0.4973)  0.28

Properties
Frontier orbital gap (spin up / spin down)   6.634 / 7.271 eV
Highest occupied orbital energy (spin up / spin down)   -7.531 / -7.750 eV

=====

one is favored, and the nearest alternative lies 109.3 kcal/mol above it.

=====

## one
C4H10NO2S | ωB97M-V/def2-TZVPD

Last column: Mulliken charge in e.
Atoms and positions in Å:
N (-0.3320, -2.3050, -2.9118)  -0.47
C (-0.1883, -1.4813, -1.7741)  0.68
O (-1.2394, -0.8491, -1.4705)  -0.75
O (0.9442, -1.4433, -1.2143)  -0.77
H (0.4182, -3.0068, -3.2116)  0.18
H (-1.2231, -2.3816, -3.3064)  0.18
C (-1.1585, 1.4284, 0.1884)  -1.15
C (0.2321, 0.8489, 0.5023)  -0.15
C (0.7378, 1.0174, 1.9582)  -0.65
S (2.1200, -0.1259, 2.2807)  -0.24
H (-1.3993, 1.4538, -0.9077)  0.29
H (-1.2387, 2.5194, 0.5713)  0.32
H (-1.8840, 0.7752, 0.6441)  0.31
H (0.1888, -0.2101, 0.2268)  0.19
H (1.0430, 1.3051, -0.1287)  0.23
H (-0.0580, 0.6925, 2.6512)  0.32
H (1.0004, 2.0110, 2.2501)  0.41
H (2.0368, -0.2484, 3.6518)  0.07

Properties
Frontier orbital gap   7.395 eV
Charge   -1
Highest occupied orbital energy   -4.170 eV

=====

## two
C4H10NO2S | ωB97M-V/def2-TZVPD

Last column: Mulliken charge in e.
Atoms and positions in Å:
C (-0.5781, 2.2107, 1.3859)  -0.87
N (0.6163, 1.4636, 1.0223)  -0.35
C (0.5296, 0.3449, 0.0965)  0.23
C (-0.2114, 0.6919, -1.2141)  -1.18
S (-1.9440, 0.1863, -1.1885)  -0.51
C (-0.1337, -0.8359, 0.7673)  -0.15
O (0.3081, -1.9716, 0.6885)  -0.61
H (-1.1802, 1.6322, 2.0888)  0.19
H (-1.2375, 2.4027, 0.5462)  0.29
H (-0.2350, 3.1643, 1.7801)  0.35
H (1.4676, 1.9911, 1.0107)  0.25
H (1.5474, 0.0273, -0.1039)  0.35
H (0.3304, 0.2583, -2.0717)  0.33
H (0.0534, 1.7393, -1.4347)  0.34
H (-1.0318, -0.7264, 1.3866)  0.33
H (1.8266, -2.2461, -0.9688)  0.35
H (2.5686, -2.0810, 0.3347)  0.32
O (2.7258, -2.2283, -0.6007)  -0.67

Properties
Frontier orbital gap   6.539 eV
Charge   -1
Highest occupied orbital energy   -2.791 eV

=====

one is favored, and the nearest alternative lies 30.8 kcal/mol above it.

=====

## one
H22NeO11 | ωB97M-V/def2-TZVPD

Last column: Mulliken charge in e.
Atoms and positions in Å:
Ne (14.3120, 13.8456, 8.4667)  0.00
O (11.8850, 12.2060, 5.7952)  -0.62
H (11.7837, 12.7369, 6.5852)  0.30
H (11.7174, 12.8134, 5.0747)  0.30
O (16.1411, 16.8308, 8.7802)  -0.65
H (15.9979, 16.6922, 7.8440)  0.33
H (16.8831, 17.4340, 8.8227)  0.26
O (13.0531, 9.6673, 9.0641)  -0.65
H (12.9680, 10.6079, 9.2198)  0.37
H (12.1515, 9.3481, 9.0247)  0.28
O (10.4867, 13.2782, 8.1565)  -0.59
H (10.0720, 14.1300, 8.0197)  0.30
H (10.1543, 12.9829, 9.0042)  0.28
O (15.6733, 14.8616, 10.9231)  -0.65
H (15.9218, 15.4354, 10.1984)  0.33
H (15.8055, 13.9762, 10.5843)  0.40
O (13.1600, 17.3462, 9.1183)  -0.66
H (14.0225, 16.9905, 8.9040)  0.32
H (12.7172, 16.6374, 9.5848)  0.40
O (12.5622, 12.2539, 10.0652)  -0.62
H (12.5041, 12.3809, 11.0122)  0.28
H (12.4267, 13.1271, 9.6972)  0.31
O (15.5161, 12.1603, 10.2131)  -0.71
H (14.5727, 11.9987, 10.2293)  0.38
H (15.7918, 11.8842, 9.3390)  0.34
O (12.0257, 15.1931, 10.3924)  -0.60
H (11.1110, 15.3684, 10.6132)  0.27
H (12.4563, 15.0648, 11.2377)  0.38
O (13.5560, 15.0378, 12.7516)  -0.73
H (13.5215, 15.9371, 13.0776)  0.31
H (14.3894, 14.9839, 12.2839)  0.38
O (16.4898, 10.9869, 7.5549)  -0.61
H (17.4427, 11.0516, 7.4911)  0.29
H (16.2178, 10.6161, 6.7154)  0.29

Properties
Frontier orbital gap   10.701 eV
Highest occupied orbital energy   -10.594 eV

=====

## two
H22NeO11 | ωB97M-V/def2-TZVPD

Last column: Mulliken charge in e.
Atoms and positions in Å:
Ne (-0.2730, 0.0589, -0.1683)  0.04
O (-0.5694, 0.2689, 2.5812)  -0.67
H (-0.2834, 1.0899, 2.1807)  0.37
H (-0.7223, 0.4904, 3.4998)  0.23
O (1.2566, -1.7917, 2.2562)  -0.68
H (0.6564, -1.0478, 2.2048)  0.39
H (1.7765, -1.6268, 3.0428)  0.29
O (0.3019, -2.1401, -2.1852)  -0.67
H (0.6544, -2.5374, -1.3888)  0.41
H (0.8126, -1.3387, -2.3000)  0.32
O (0.3158, 2.7431, 0.9620)  -0.70
H (1.1172, 2.2319, 1.0750)  0.36
H (0.0468, 2.5712, 0.0596)  0.43
O (-0.1165, 2.3027, -1.6679)  -0.63
H (-0.1155, 2.8777, -2.4332)  0.26
H (0.3956, 1.5410, -1.9394)  0.36
O (-3.3460, 2.0915, -0.1487)  -0.65
H (-3.1509, 2.2293, -1.0756)  0.32
H (-3.0108, 1.2149, 0.0394)  0.35
O (2.6116, 1.1069, 1.2052)  -0.60
H (3.2374, 1.2457, 0.4943)  0.27
H (3.0487, 0.4905, 1.7927)  0.27
O (1.8623, -3.1502, -0.1340)  -0.68
H (1.8797, -4.0704, 0.1289)  0.31
H (1.7969, -2.6665, 0.6894)  0.39
O (1.6134, 0.4848, -2.8793)  -0.69
H (2.5679, 0.5016, -2.9478)  0.27
H (1.3120, 0.3042, -3.7697)  0.32
O (-2.6906, -1.4066, -1.5684)  -0.66
H (-1.7521, -1.5947, -1.5591)  0.36
H (-2.8623, -0.9998, -0.7191)  0.31
O (-2.9046, -0.6790, 1.2346)  -0.64
H (-3.4563, -0.2633, 1.8972)  0.28
H (-2.0097, -0.5321, 1.5409)  0.36

Properties
Frontier orbital gap   9.775 eV
Highest occupied orbital energy   -10.038 eV

=====

## three
H22NeO11 | ωB97M-V/def2-TZVPD

Last column: Mulliken charge in e.
Atoms and positions in Å:
Ne (-0.2370, 0.4007, -0.2333)  0.02
O (-0.5321, -0.0787, 3.6138)  -0.65
H (-0.1530, -0.5875, 2.8970)  0.31
H (-0.3154, 0.8297, 3.4041)  0.38
O (-3.3242, 1.4419, -3.3635)  -0.64
H (-2.5754, 0.9421, -3.0384)  0.48
H (-3.7638, 0.8475, -3.9715)  0.27
O (0.6944, -2.5959, -2.1810)  -0.59
H (1.6328, -2.5032, -2.3457)  0.27
H (0.4609, -3.4306, -2.5872)  0.29
O (-0.1294, 2.5737, 3.0974)  -0.70
H (0.5773, 2.8087, 3.6988)  0.33
H (-0.9296, 2.8314, 3.5550)  0.31
O (-1.3147, -0.3444, -2.7910)  -0.67
H (-1.4877, -0.5807, -3.7023)  0.29
H (-0.6909, -1.0034, -2.4865)  0.29
O (3.0357, 0.1417, -1.6569)  -0.57
H (3.0518, 0.1882, -2.6128)  0.27
H (3.5723, -0.6220, -1.4447)  0.31
O (0.0886, -2.2392, 0.7287)  -0.62
H (-0.8218, -2.5148, 0.8362)  0.29
H (0.2074, -2.1675, -0.2183)  0.33
O (-4.0579, 1.3197, 1.5656)  -0.61
H (-4.8377, 0.7662, 1.6082)  0.31
H (-3.5973, 1.0253, 0.7798)  0.31
O (2.5618, -3.2342, 0.9488)  -0.66
H (1.7635, -2.7061, 0.9465)  0.39
H (2.2546, -4.1340, 0.8385)  0.29
O (-0.2737, 3.5733, -0.3731)  -0.61
H (-0.0230, 2.6520, -0.4412)  0.30
H (0.2197, 3.9013, 0.3788)  0.30
O (3.3311, 0.6755, 1.4425)  -0.58
H (2.5742, 0.7230, 0.8585)  0.27
H (3.0388, 1.1002, 2.2491)  0.29

Properties
Frontier orbital gap   10.293 eV
Highest occupied orbital energy   -10.665 eV

=====

two is favored, and the nearest alternative lies 2.0 kcal/mol above it.